Computed, not measured: a structure of composition C39H62Br2N8O3PbS5Si, with ωB97M-V/def2-TZVPD.

Each line ends with the natural charge from an NBO analysis.
Element x y z (Å)
C 3.2831 -2.9988 2.4604  -0.23
H 5.6882 5.2230 0.2692  0.21
O 0.4523 3.8137 1.7576  -0.95
C -0.8681 -5.9172 1.9224  -0.27
H -1.0827 -2.8824 -1.6881  0.40
C -0.4570 -4.6953 1.4003  0.18
H 1.9868 -1.8817 -3.7388  0.19
N -1.2170 -3.9843 0.5629  -0.43
H -2.5810 -1.2208 1.5749  0.39
H -7.5595 -4.3481 -7.5848  0.21
H -1.8704 1.8990 -1.1662  0.39
H 2.8774 2.9731 -0.8959  0.22
S -6.8357 0.0173 -5.5577  -0.20
H 1.3782 2.6175 6.1920  0.21
N -4.6828 -2.3163 -3.1868  -0.34
H 0.5598 6.4449 3.8649  0.21
C -5.4725 -2.9521 -5.3362  0.22
H 2.7538 0.8064 -1.5583  0.24
H 0.4359 4.7233 4.2867  0.22
C 2.0189 -2.2682 -2.7204  -0.23
C 5.0299 2.6263 0.7360  -0.63
H 2.0484 1.7384 -3.6060  0.24
H 3.9355 0.2846 4.8036  0.21
Br 4.4100 -5.3927 3.4983  0.09
Pb -0.2454 -0.4240 -0.2058  1.36
C -3.0281 1.3430 1.9453  -0.42
C 3.0665 -4.3407 2.7006  -0.06
C -6.6395 -3.1896 -6.0451  -0.23
H 4.4669 2.6562 5.5510  0.21
C -2.0811 0.4279 2.7122  -0.22
C -5.5072 -4.9061 -7.3050  -0.22
H -2.8325 0.6783 -0.6290  0.42
C 1.7931 0.6856 -3.4884  -0.53
H -1.4958 2.6272 1.1495  0.23
N 2.1230 -1.1362 -1.8072  -0.66
H -7.5265 -2.6118 -5.8360  0.24
H -5.5228 -5.6660 -8.0753  0.21
H 4.2058 5.9806 0.8729  0.21
N -2.0599 1.3028 -0.3666  -0.96
H 1.9746 0.2141 -4.4539  0.22
C 0.7820 -3.1399 -2.4708  -0.22
C 0.8133 5.4315 3.5485  -0.64
H -0.2686 -6.4745 2.6251  0.23
C -4.3473 -4.6679 -6.5801  -0.20
C 3.2962 0.7259 4.0366  -0.63
S 1.6776 1.1238 0.8531  -1.11
H 3.6726 -0.0464 -2.8044  0.18
C 2.2508 -2.2917 1.8643  0.03
C -5.9895 -0.7327 -4.3441  -0.13
C -4.3265 -3.6930 -5.5962  -0.24
H 0.5085 7.1492 1.3908  0.21
C 1.8391 1.7029 5.8166  -0.62
H 5.7521 2.6778 -0.0813  0.21
C -6.6479 -4.1664 -7.0305  -0.20
C 3.3922 3.9081 -0.6656  -0.64
H 0.3637 5.8859 0.1549  0.21
H 2.9065 -2.9115 -2.6779  0.19
C -1.1696 -1.9583 -3.4968  -0.24
C 4.8577 5.1110 0.9692  -0.61
H -2.5449 0.1452 3.6616  0.18
H -1.3060 -2.7683 -4.2314  0.18
C 0.7681 6.1187 1.1416  -0.62
N -1.7381 -0.7638 1.9154  -0.90
S -5.6171 0.0234 -2.8286  0.41
H 2.5228 0.0068 3.7598  0.21
C -2.8942 -5.6995 0.6682  -0.27
H -3.4523 -5.2429 -6.7807  0.21
H 1.7050 -5.9706 2.5362  0.23
H 5.5770 2.6163 1.6810  0.21
H 4.1268 4.1117 -1.4474  0.21
H 4.2131 3.3611 3.9415  0.23
N -0.4541 -2.3948 -2.3139  -0.67
H -1.2251 -1.4517 2.4569  0.39
H 2.3706 -1.2285 1.6670  0.24
S -3.8628 -1.3744 -0.8013  -0.44
N 1.0816 -2.8279 1.5136  -0.43
C 1.8589 -4.9182 2.3572  -0.27
H 2.4722 1.2827 6.6004  0.20
C -2.4052 2.1365 0.8034  -0.23
C -4.6923 -1.3677 -2.3082  -0.12
H 0.9338 -3.7074 -1.5499  0.21
H 3.2634 3.9365 5.3178  0.21
H 2.6587 4.7151 -0.6647  0.22
H -1.2376 -0.4164 -4.9802  0.24
Br -2.6967 -8.0562 2.2437  0.09
C -2.1026 -6.4107 1.5440  -0.05
H -1.1534 0.9601 2.9417  0.21
H -1.7594 5.1335 1.2649  0.21
H -1.7278 4.5639 2.9440  0.21
H 0.3574 -1.1154 -4.8046  0.21
H 1.8544 6.0334 1.1076  0.21
H 0.7197 -3.8707 -3.2922  0.18
H 3.9014 0.9317 3.1501  0.21
H 4.4622 1.6969 0.6473  0.23
O 1.7232 2.5235 3.6205  -0.96
H 1.9014 5.3440 3.5125  0.22
H -1.5957 6.2958 2.5891  0.21
C 0.1971 5.1649 2.1808  0.27
H -3.8653 -6.0551 0.3564  0.24
Si 1.7596 2.8639 2.0210  2.26
C 2.6676 0.0879 -2.3765  -0.24
C 2.6552 2.0026 4.5685  0.29
H -3.1096 2.9185 0.5037  0.19
C -2.4003 -4.4859 0.2092  0.05
C -1.3168 5.2973 2.2474  -0.62
C -0.5232 -0.7969 -4.2502  -0.52
H -2.1642 -1.6640 -3.1651  0.24
O 3.1423 3.6973 1.7454  -0.97
H 4.2093 -2.5104 2.7263  0.23
H -2.9964 -3.8777 -0.4641  0.24
H -3.4365 -3.5068 -5.0123  0.23
H 2.6366 -1.3866 -0.9715  0.38
C 4.0915 3.8247 0.6854  0.28
C 3.7186 3.0548 4.8630  -0.64
H 1.0484 0.9884 5.5817  0.21
N -5.4246 -1.9638 -4.3070  -0.28
H -3.4388 2.0659 2.6534  0.22
H 5.2563 5.0885 1.9843  0.21
H -3.8760 0.7576 1.5715  0.22
C 0.8814 -4.1217 1.7672  0.19
S -0.0035 0.6201 -3.2229  0.20

The calculation puts the LUMO energy at -0.5 eV.

---

Computed, not measured: a cluster of 15 separate species, C58H150N29O7P7 in total, with ωB97M-V/def2-TZVPD.

Each line ends with the Mulliken charge.
Element x y z (Å)
H 9.3575 -3.6986 1.2697  0.30
C 5.3355 0.1639 0.2904  0.37
H -0.7613 7.9406 -0.6951  0.33
H -4.6877 6.0630 -3.4228  0.08
N -4.2419 6.4044 -1.2456  0.47
O 1.0949 -4.3651 7.5568  -0.88
H -2.3360 -3.0267 -0.1542  0.29
H 1.6986 1.8348 7.2383  0.32
C 4.5841 -0.9028 0.7457  0.09
C -3.6331 3.8747 3.2461  -0.46
P 8.3291 -6.3558 2.6754  0.40
H -8.0916 3.5469 -5.5533  0.38
H 2.2232 -0.6873 4.5796  -0.19
N 2.4341 -5.2042 -1.2632  -0.48
H 1.6623 1.1219 1.4218  0.10
N 5.9866 1.0453 -0.1195  -0.60
H -4.5899 -1.1120 -5.4952  -0.36
H -3.8382 -2.3171 -7.7754  0.29
H 4.6330 5.1946 -4.5276  0.35
H 6.3882 -4.1802 3.9836  0.04
H 0.1906 -4.3104 0.0683  0.33
C 0.2913 -3.3609 0.5941  -0.47
H 3.0010 -5.8604 6.9250  0.49
C -6.5429 -3.0996 10.2564  -1.04
C -8.7377 -0.8192 6.7820  -1.06
H -4.0600 -4.3489 7.6184  0.29
N -4.1681 2.3292 -6.5340  0.54
C -5.1059 6.9115 -0.1372  -1.07
H 4.5999 6.2168 -5.8825  0.29
N 5.4465 3.9679 -1.4928  -0.57
C 4.5261 3.2437 -1.5884  -0.03
H -6.3432 -4.1678 10.1714  0.28
C -1.9265 5.6536 -3.3313  -0.93
C 5.7737 -6.3355 1.9986  -1.38
C -1.4270 1.1905 0.7008  -0.74
H -5.8426 7.6853 -0.3533  0.37
C 4.7638 2.0582 -7.3475  -1.29
H -1.9620 1.0910 -0.2436  -0.23
H 3.5560 1.4626 -1.1000  -0.42
H -6.0498 -2.6637 11.1253  0.39
H -1.8884 -2.3755 1.4591  0.15
H 5.0186 -5.5914 1.7451  0.41
H 3.4077 -2.4544 7.0794  0.23
H 11.1119 -7.1715 2.4217  0.33
C -7.4508 3.6183 -4.6745  -1.13
C 10.9826 -6.3951 1.6677  -1.05
H -2.9651 2.0515 -8.1744  0.50
C -3.3466 1.4059 -7.3833  -0.90
H 1.3324 -3.0573 0.4846  0.03
N -0.0907 0.7176 0.5165  1.20
H 9.5446 -6.6427 5.2231  0.33
N 1.0563 3.2108 -6.5348  1.12
C 2.6254 -4.4035 -2.0456  0.51
N -5.9602 0.4763 -5.9853  0.43
C -1.7443 -0.6896 -2.5141  -0.77
O -3.4502 4.0931 0.0372  -0.84
H -2.3773 5.3283 -4.2689  0.21
H 1.4551 1.1810 -9.0985  -0.08
H -2.5420 -0.0999 -2.0624  0.24
H 0.9887 5.1442 -7.1755  0.46
H 1.2493 0.8059 -3.0279  0.01
H -4.1273 4.2736 -5.6716  -0.28
C -4.6254 6.8197 -2.6407  -0.96
H 5.1080 4.5925 -6.2684  0.29
H -8.1229 3.2167 -3.9162  0.46
H 0.6113 1.1384 -6.3701  0.42
H -1.5433 -5.7260 5.3881  0.28
H -7.0079 0.2535 5.3736  0.38
H -2.1904 -3.0895 -7.5303  0.42
H -5.4326 -5.2384 6.7609  0.40
H -4.4912 -1.4839 10.1464  0.39
H 2.1240 -0.3070 -9.8380  0.33
C 2.0610 5.4488 -4.8351  -1.01
C 2.5535 -1.7997 6.9069  -0.96
H 0.1325 -0.0655 -4.0734  0.17
H 3.2519 -3.6956 -3.9731  0.42
C 1.7553 -1.6699 4.5200  0.03
C 3.3619 2.4130 -1.5971  0.96
H 9.9815 -3.5550 2.8872  0.21
N -0.2569 -4.1533 5.1673  0.59
H 8.4625 -5.6788 0.0574  0.30
C 1.2827 3.4103 5.9613  0.35
C 0.5013 4.2018 -7.4254  -1.13
H 11.9032 -5.8118 1.6467  0.40
N 7.9999 -5.5385 4.1736  0.17
O -7.8426 -3.6744 7.4244  -0.85
H -7.1486 4.6580 -4.5487  0.18
C 0.1247 2.1116 -6.3046  -1.19
H -5.6548 7.1696 -2.5631  0.42
H -1.4000 2.2290 1.0306  0.25
C -1.7169 3.3964 -2.6187  -0.23
H 2.7646 -6.1134 3.5471  0.51
H 0.0284 -6.1194 4.6564  0.42
H 6.2406 2.0982 3.4507  0.32
H -4.4672 7.3644 0.6211  0.35
H -5.7526 -0.5574 9.5392  0.31
N -7.3417 -1.1914 6.9752  0.28
N 2.2791 -4.9515 5.2627  0.25
H 5.8927 2.5936 5.0852  0.31
C -3.7219 3.7621 -6.5446  0.06
C -1.6801 7.5564 -0.2521  -1.18
H -1.9575 -2.9922 4.5701  0.21
H -1.7061 -0.4747 -3.5820  0.21
H -4.0956 3.4838 2.3398  0.10
H -2.5989 8.0554 -0.5601  0.31
H -1.9441 2.6796 -1.8296  -0.61
H 5.6389 -6.5413 3.0605  0.34
N -5.3822 -3.1420 6.4397  0.45
H 1.5008 -4.9284 3.2397  0.01
N -0.3264 -0.3151 -2.0372  0.81
H -1.2288 -5.3538 3.7226  0.26
N 3.0810 4.7483 -5.6974  0.19
H 4.9267 1.4946 -6.4289  0.23
H -4.2660 0.4456 -4.7865  0.26
P 1.2046 -4.0058 6.0975  0.29
H -4.3345 4.1280 4.0411  0.42
C 7.4493 -4.1926 4.2325  -0.77
H 3.7709 -0.5751 1.3933  -0.11
H 0.1673 2.2678 7.1532  0.42
P -3.0626 5.1752 -0.8964  0.16
H 2.0544 -2.2068 3.6198  -0.06
P 2.6893 3.1203 -5.9697  0.67
C 4.4661 5.1714 -5.6044  -0.94
H -7.3398 -0.0545 -7.4334  0.43
C 2.4360 -5.0989 3.7729  -0.70
H 8.6397 -5.7391 6.2696  0.34
H 5.3412 3.5695 3.7223  0.29
N -3.8223 -4.1172 -5.2407  -0.49
H 5.5245 -7.2919 1.5390  0.41
C 1.2206 0.2762 -9.6592  -0.58
H -9.2548 -1.5888 7.3551  0.34
O 2.9476 2.1401 -4.8275  -0.99
H -2.5804 -1.5320 -6.7417  -0.15
H -5.6147 1.4000 -3.4603  0.12
N -2.0929 1.9290 4.0355  -0.33
H -6.1676 2.8713 -2.6650  0.51
H -4.1051 -4.8012 5.8909  0.37
N -0.4569 -2.1410 0.1349  0.72
H -0.4408 2.2692 -5.3862  -0.37
C -0.5098 5.4843 0.2211  -0.91
H -4.1318 4.2688 -7.4183  0.46
H 0.4536 5.7256 -0.2280  0.34
C 10.0343 -4.1652 1.9855  -0.98
C -5.6346 2.4872 -3.5348  -1.08
C 4.0806 2.0148 4.0974  0.12
H -1.5470 7.9300 0.7632  0.35
H -1.8998 -3.4121 6.3207  0.23
H 4.7564 1.2323 -8.0589  0.42
N 3.5136 2.7540 -7.5049  0.32
H -2.3408 6.6617 -3.3137  0.28
H -7.1976 -1.3494 -6.2851  0.37
N -0.6838 -1.3526 -8.6956  -0.43
H -4.6499 2.9493 -3.6048  0.38
C -1.3201 -3.1203 5.4450  -1.13
C -5.1007 -1.3812 9.2486  -0.95
H 2.1530 -2.5525 -3.1581  -0.38
H -0.5532 4.3952 0.2184  -0.12
H -6.4887 -3.5834 4.7088  0.34
O 8.5378 -7.8414 2.9693  -0.85
H 1.2648 -0.9596 -2.9848  -0.91
H 4.2672 -4.9266 6.2254  0.33
N 9.7651 -5.6046 2.1380  0.30
H -9.1935 -0.8755 5.7936  0.33
H 5.6808 2.6378 -7.4539  0.41
H 1.0203 5.4035 -5.1558  0.18
C 0.9863 2.0945 6.4552  -0.65
H -4.8289 -3.1354 4.2902  0.32
H -5.6064 6.1385 0.4460  0.31
C -7.2808 -0.2656 -6.3656  -1.24
C -2.9866 -2.4728 -7.1131  -0.26
C 3.5645 3.6395 -8.7074  -1.13
H -5.6004 -0.5800 -4.1988  0.46
H 0.7387 1.3130 5.7368  0.09
H 0.0923 -3.5822 1.6427  -0.06
C -5.0721 -0.2252 -5.0837  -0.58
H -0.5719 5.7252 1.2823  0.46
H -6.4462 0.7010 6.9273  0.32
H 3.8898 -6.6103 5.7653  0.39
N -5.9784 -2.5732 8.9979  0.24
N 1.7383 -2.3403 5.8547  0.44
C -5.6516 -2.9392 4.9777  -1.11
C -2.7531 2.7773 3.6847  0.26
H 3.8086 -2.7738 -2.7323  0.25
H -0.6405 3.5490 -2.5405  0.72
H 4.2461 -1.4648 -0.1250  -0.09
H 8.0386 -3.4394 3.7095  0.18
H -2.0174 -1.7403 -2.4165  0.33
C 0.6252 -0.0847 -3.1013  0.56
H 2.8133 3.3867 -9.4557  0.18
H -0.8711 -2.1494 5.6544  0.40
H -2.1854 -1.1781 0.3014  0.25
H 9.7789 -4.8986 5.0954  0.35
H -0.5637 4.3460 -7.2440  0.19
H 10.9179 -7.0212 0.7778  0.29
H -4.0118 0.6704 -7.8356  0.52
H 2.7332 2.9484 -0.8855  0.16
H -4.1740 7.7687 -2.9302  0.34
O -6.6175 2.5915 -7.5707  -0.85
C 2.9086 -3.3236 -3.0078  -0.36
N 3.0528 1.5214 4.1221  -0.05
C -0.7661 -5.3750 4.7093  -1.15
H -7.6054 -2.8564 10.2683  0.30
O 1.7784 -0.5878 -0.3860  -0.53
H 2.0579 -1.7586 7.8768  0.33
C 7.4394 -6.0255 0.2034  -1.03
C -4.6921 -4.4390 6.7350  -1.20
H -0.6805 2.0960 -7.0391  0.63
H -1.8345 0.6323 1.5438  0.34
C 9.0355 -5.6794 5.2558  -1.07
H 7.2492 -7.0382 -0.1520  0.30
H 4.5324 3.5703 -9.2038  0.47
H 0.6742 -0.0339 2.3940  0.48
H -4.4999 -1.2726 8.3456  0.27
N 7.1271 -5.9109 1.6224  0.45
H 0.6913 4.0242 -8.4839  0.17
C 3.4705 -5.6252 5.9699  -1.25
P -5.8546 2.0823 -6.3477  0.33
N -6.3263 2.7183 -4.8085  0.35
N 1.6857 4.4689 5.6267  -0.54
C -1.8497 -2.2119 0.3822  -0.81
H -5.5099 -0.4827 5.9411  0.55
H 0.7002 -1.5274 4.2869  0.26
H -2.6610 0.8041 -6.7868  -0.22
H -2.0385 2.9934 -3.5791  -0.13
N -1.7328 6.0888 -0.3154  0.63
H 6.7324 -5.3933 -0.3337  0.31
H 7.5104 -3.8624 5.2695  0.48
H 5.2779 -1.5156 1.3214  0.43
H 0.2412 1.6111 2.4023  0.48
H -8.9255 0.2049 7.1047  0.33
H -5.9143 -1.8825 4.9271  0.36
H 2.3363 6.5033 -4.8143  0.45
C 0.1490 -0.6444 -9.1277  0.39
H -0.8692 5.7327 -3.5843  -0.03
H -2.6448 3.8726 -6.4188  -0.44
H 2.3360 5.0644 -3.8529  0.31
C 0.6603 0.8452 1.7497  -1.49
C 5.4731 2.5484 4.0802  -0.99
P 0.3127 -0.6382 -0.4501  -0.97
H 2.7586 2.4683 -2.5032  -0.25
H 3.0351 -4.2347 3.4860  0.13
H 3.5651 4.6824 -8.3906  0.36
C -3.4466 -3.4071 -6.0177  0.25
H 2.8342 -0.7613 6.7308  0.27
H -8.2227 0.1292 -5.9850  0.32
C -6.5012 -0.1511 6.2498  -1.43
H -2.9717 4.6585 2.8771  0.11
H 11.0182 -3.9633 1.5621  0.45
N -2.3852 4.6578 -2.3982  0.78
H 0.9838 0.6175 -10.6669  0.33
P -6.7502 -2.7457 7.4695  0.44

The calculation puts the LUMO energy at 0.1 eV.

---

Number 1: E -266906.8930 eV. Number 2: E -185144.3914 eV.